This record from the Open Molecules 2025 dataset describes a cluster of 2 separate species, C12H22FO7S in total. The level of theory is wB97M-V/def2-TZVPD.

Element x y z (Å)
S1 4.114592 -0.386188 2.291378
F1 3.102436 -1.396435 0.147146
O1 -3.720385 2.486612 -1.457325
O2 -2.984703 0.443508 -2.025329
O3 -2.517238 -3.095584 0.859268
O4 3.660179 1.160566 2.126157
O5 2.852085 -1.223212 1.539937
O6 5.247133 -0.507560 1.418964
O7 -1.301910 -3.251976 -1.022370
C1 1.376494 1.759738 1.296920
C2 2.296853 1.436562 2.498070
C3 1.132186 2.330170 -1.160529
C4 0.373385 -0.112260 -1.546328
C5 -1.538491 -3.492439 0.183860
C6 0.703755 1.244005 -2.159046
C7 -2.154740 -0.607317 -1.465950
C8 -0.933216 -0.080878 -0.729631
C9 -0.498049 -4.343870 0.944664
C10 -3.530814 1.304697 -1.144051
C11 -3.963102 0.792643 0.210327
C12 2.089767 1.891475 -0.040871
H1 1.186117 -0.485212 -0.932580
H2 -3.920763 -0.282924 0.326062
H3 2.325875 2.294587 3.161558
H4 1.552173 3.163018 -1.717822
H5 -0.796657 -0.718659 0.141545
H6 0.252492 -0.846910 -2.337910
H7 -3.358183 1.259193 0.980354
H8 1.868816 0.609831 3.059057
H9 -0.205915 1.590945 -2.650985
H10 2.618214 0.974535 -0.279324
H11 -1.828503 -1.217800 -2.295586
H12 0.874097 2.700246 1.504788
H13 0.224873 2.718831 -0.698323
H14 -0.976449 -5.241257 1.342059
H15 2.857810 2.657107 0.063276
H16 -4.986938 1.114182 0.371744
H17 -0.098924 -3.772456 1.785676
H18 -1.086633 0.932034 -0.357475
H19 -2.709398 -1.281937 -0.825295
H20 0.627110 0.975365 1.247659
H21 0.325438 -4.638318 0.293630
H22 1.449130 1.143339 -2.947373

Atoms 1-6, force components in eV/Å:
-0.039 0.338 -0.560
-0.037 0.240 0.497
0.293 -2.165 0.354
-0.020 0.763 0.504
-0.074 0.137 0.038
0.049 -0.705 -0.185

Properties
Total charge: -1

This record from the Open Molecules 2025 dataset describes the molecule C15H17N3O4. The level of theory is wB97M-V/def2-TZVPD.

Element x y z (Å)
O1 5.792048 -3.135276 1.583960
O2 1.171438 3.521247 1.399661
O3 -3.189260 2.411267 1.729239
O4 -0.326056 -0.815163 0.320417
N1 -1.768507 0.787854 1.006025
N2 -0.999988 2.918608 1.551549
N3 2.244119 -0.242357 0.086780
C1 -2.958831 -0.934770 -1.543269
C2 -2.068500 2.062105 1.444362
C3 1.881036 0.942281 0.522407
C4 -3.435959 -0.843487 -2.839146
C5 -4.852256 0.977715 -2.190633
C6 0.578437 1.300339 0.818826
C7 4.050101 -1.691867 0.872089
C8 -4.377009 0.887808 -0.894233
C9 0.330904 2.656266 1.266321
C10 3.594449 -0.662115 -0.163809
C11 -2.886159 -0.144528 0.841155
C12 -4.384091 0.111510 -3.164464
C13 5.470357 -2.179970 0.600542
C14 -0.498449 0.345329 0.686274
C15 -3.429749 -0.072543 -0.562062
H1 6.688262 -3.455301 1.440394
H2 -3.650691 0.138858 1.566438
H3 3.380897 -2.553105 0.861000
H4 -4.757152 0.181328 -4.175911
H5 3.647586 -1.103851 -1.164694
H6 1.478286 -0.921047 0.011854
H7 5.524787 -2.624677 -0.404473
H8 2.644762 1.702686 0.648397
H9 -4.734098 1.565406 -0.133126
H10 4.016381 -1.255851 1.871200
H11 6.170079 -1.332025 0.639291
H12 -2.212728 -1.672338 -1.287718
H13 -1.220557 3.854440 1.872940
H14 4.248037 0.213953 -0.135159
H15 -2.504285 -1.144325 1.055814
H16 -5.590494 1.725233 -2.441460
H17 -3.067146 -1.519637 -3.596776

Atoms 1-6, force components in eV/Å:
0.088 -0.245 0.256
0.158 0.223 0.050
-0.286 0.094 0.038
-0.074 -0.255 -0.099
-0.210 -0.284 0.101
0.017 0.462 0.125

Properties
Total charge: 0
Structure (SMILES): O=C1NC(=O)N(Cc2ccccc2)C(=O)/C1=C\NCCCO

This record from the Open Molecules 2025 dataset describes a cluster of 2 separate species, C3H6NOP in total. The level of theory is wB97M-V/def2-TZVPD.

Element x y z (Å)
P1 -0.485085 -1.322388 -0.560476
O1 -1.233020 -0.203637 0.377558
N1 0.496332 1.902037 -2.162034
C1 -1.116895 0.004390 1.801959
C2 1.072692 1.093471 -1.582736
C3 1.749578 0.089590 -0.961174
H1 -1.321011 -1.121561 -1.705528
H2 -2.064028 0.075121 2.223050
H3 2.008300 -0.891566 -1.484532
H4 -0.683163 0.885768 1.807625
H5 2.112789 0.240349 -0.005361
H6 -0.536490 -0.751575 2.251648

Atoms 1-6, force components in eV/Å:
0.859 1.082 1.524
-0.705 -0.882 -1.004
-0.461 0.806 -0.287
-0.471 -3.117 -2.406
-0.255 0.872 -1.183
-1.615 -4.705 -1.106

Properties
Total charge: 0

This record from the Open Molecules 2025 dataset describes a structure of composition C33H34N5O3PPtS5. The level of theory is wB97M-V/def2-TZVPD.

Element x y z (Å)
Pt1 0.024719 0.038744 0.019881
S1 -0.913843 1.328045 -3.570802
S2 3.332385 -0.691270 -0.515969
S3 -0.906330 -1.493587 -1.771135
S4 -2.150826 -0.253777 -2.638319
S5 0.493511 1.757090 -2.307082
P1 -0.561196 2.201945 0.742922
O1 1.948799 -0.609741 -1.060755
O2 1.944083 -2.012727 3.177535
O3 2.096829 -0.438471 1.723938
N1 -0.429325 -2.983308 3.578816
N2 0.195190 -1.401530 1.948727
N3 1.465302 -1.299570 2.321750
N4 -1.956638 -2.107113 2.099166
N5 -2.280481 -1.320491 0.989469
C1 2.289703 -3.429735 -2.516941
C2 -2.031027 2.803687 -0.135294
C3 -4.415791 2.624266 -0.459242
C4 -3.101894 3.994626 -1.928625
C5 -1.797071 3.361071 2.979634
C6 -3.272088 2.279079 0.236708
C7 -0.849672 2.452708 2.516560
C8 0.289670 -4.613414 -1.919075
C9 1.743640 -3.772917 -0.203908
C10 4.921581 -1.869991 -4.947449
C11 3.808062 -2.489621 -0.767642
C12 3.699808 -1.743980 -5.590458
C13 1.142768 -4.106535 -2.887978
C14 0.597073 -4.449809 -0.576578
C15 2.921807 -0.317887 -3.828347
C16 -4.331194 3.477538 -1.550580
C17 -0.045361 2.135403 4.759514
C18 3.205407 3.677039 0.313304
C19 2.701816 -0.952854 -5.033025
C20 3.014765 5.045233 0.438323
C21 -0.700645 -2.180159 2.560532
C22 4.324017 0.177904 -1.838521
C23 0.643977 4.711663 0.649424
C24 2.606405 -3.261535 -1.171769
C25 5.136160 -1.246541 -3.731686
C26 2.118745 2.819362 0.347414
C27 -0.995117 3.034013 5.222191
C28 4.134060 -0.464547 -3.157613
C29 -1.860309 3.649005 4.331931
C30 -1.954696 3.665538 -1.227036
C31 0.836837 3.339723 0.506754
C32 0.037157 1.853974 3.409122
C33 1.736725 5.559531 0.606770
H1 -5.372508 2.223317 -0.160528
H2 -5.220025 3.737895 -2.104959
H3 -2.441228 -1.907947 0.166658
H4 1.756464 -0.835589 -5.539184
H5 -0.599197 -5.150521 -2.211373
H6 4.588080 -2.518716 -1.523173
H7 0.913786 -4.244899 -3.933513
H8 5.708988 -2.456364 -5.393439
H9 -0.353518 5.097881 0.808439
H10 -3.120874 -0.779879 1.181350
H11 0.636404 1.664723 5.450114
H12 -1.149837 -3.501899 4.050996
H13 0.810308 1.203424 3.025822
H14 2.158082 0.301356 -3.376333
H15 -3.323086 1.620038 1.093449
H16 0.525985 -3.027042 3.925687
H17 3.523582 -2.265890 -6.515692
H18 5.353562 0.159959 -1.489303
H19 -2.663901 -2.707291 2.516032
H20 -0.050760 -4.867444 0.179463
H21 3.862809 5.714103 0.420543
H22 -1.000819 4.081516 -1.519446
H23 6.089532 -1.349594 -3.233748
H24 3.931217 1.193487 -1.813885
H25 1.589688 6.622827 0.717093
H26 -1.052857 3.262670 6.274583
H27 4.203154 3.277951 0.206201
H28 -2.463895 3.855285 2.287489
H29 -3.038450 4.653524 -2.779284
H30 2.250451 1.743847 0.271141
H31 -2.585896 4.362674 4.688431
H32 2.002977 -3.674161 0.841201
H33 2.956896 -3.054090 -3.275861
H34 4.198901 -2.806483 0.197723

Atoms 1-6, force components in eV/Å:
-0.002 -0.306 -0.092
0.059 -0.385 0.231
2.808 0.008 -0.174
-0.165 0.317 -0.506
0.266 0.147 -0.131
-0.521 -0.228 -0.023

Properties
Total charge: +2
Spin multiplicity: 5

For each record above, in turn, the calculated relative energy (zero: lowest compared OMol25 entry of this formula, charge and spin) values are 20.04; 0.00; 310.65; 142.79 kJ/mol.